Computed, not measured: a molecular structure, C3H6N2S2 at a distorted geometry, with ωB97M-V/def2-TZVPD.

## Properties
Charge = 0
F_max = 1.70 eV Å⁻¹
Lowest unoccupied orbital energy = -0.0100 hartree
HOMO energy = -8.726 eV
Total energy = -1023.73701 a.u.
Spin multiplicity = 1

Atoms and positions in Å:
C  -0.41492  -1.41329  -0.40965
C  -1.03800  -0.75169  0.81363
C  1.70810  1.92522  0.49831
H  -0.17009  0.20222  -1.50998
H  -1.66716  -0.44818  -1.74939
H  -0.83208  -2.45734  -0.44412
H  0.68992  -1.55239  -0.17598
H  2.56300  1.99896  -0.12807
H  1.60938  2.65432  1.27949
N  -0.68507  -0.66087  -1.62381
N  0.84551  1.02291  0.25355
S  -2.27802  -1.21988  1.75030
S  -0.33058  0.70001  1.44573

Computed, not measured: C3H6N2S3 in the gas phase at a distorted geometry, with ωB97M-V/def2-TZVPD.

## Properties
Charge = 0
F_max = 5.77 eV Å⁻¹
⟨S²⟩ = 2.007
Lowest unoccupied orbital energy (spin up / spin down) = 0.0130 / -0.0727 hartree
HOMO energy (spin up / spin down) = -6.868 / -8.675 eV
Total energy = -1421.81277 a.u.
Spin multiplicity = 3

Atoms and positions in Å:
C  -0.93981  -0.58101  0.95695
C  0.52906  -0.26168  0.96813
C  0.66662  0.96403  -1.21934
N  1.01444  -0.12740  -0.48910
N  -1.76364  0.18921  0.27918
S  -3.35552  -0.06572  -0.02391
S  0.18361  2.41466  -0.69693
S  1.31078  -1.61487  -1.19191
H  -1.33829  -1.54116  0.94441
H  0.75080  0.84393  1.31189
H  1.10735  -0.91959  1.66357
H  0.91143  0.96961  -2.31780
H  -1.58472  1.20796  0.36830
H  2.50788  -1.47796  -0.55346

Computed, not measured: 2 unconnected molecules or ions with the total composition C3H6N3 at a distorted geometry, with ωB97M-V/def2-TZVPD.

## Properties
Charge = +1
F_max = 7.16 eV Å⁻¹
Lowest unoccupied orbital energy (spin up / spin down) = -0.1770 / -0.1770 hartree
HOMO energy (spin up / spin down) = -13.786 / -13.786 eV
Total energy = -281.66618 a.u.
Spin multiplicity = 1

Atoms and positions in Å:
C  2.17439  0.08540  -0.38755
C  -1.64171  -0.26758  0.39624
C  1.44288  -0.85819  0.33563
N  1.79887  0.50190  0.75104
N  -0.65587  -0.52683  -0.56225
N  -1.04624  0.76798  -0.34895
H  2.58457  0.33538  -1.28669
H  -2.57961  -0.60100  0.09187
H  -1.36099  -0.40094  1.43446
H  1.44272  -1.83176  0.54942
H  -1.58411  1.23283  -1.12908
H  -0.57491  1.56282  0.15587

Computed, not measured: a gas-phase ion, C3H6N3 (charge +1) at a distorted geometry, with ωB97M-V/def2-TZVPD.

## Properties
Charge = +1
F_max = 5.48 eV Å⁻¹
SMILES = [NH3+]C1N=CC=N1
Lowest unoccupied orbital energy = -0.1886 hartree
HOMO energy = -15.400 eV
Total energy = -281.84177 a.u.
Spin multiplicity = 1

Atoms and positions in Å:
C  1.53370  0.67267  -0.19323
C  1.60727  -0.81293  -0.10436
C  -0.37596  -0.02637  0.34219
N  0.32547  1.09854  -0.02719
N  0.44129  -1.19086  0.22984
N  -1.85356  -0.02005  -0.25923
H  2.38824  1.31342  -0.28474
H  2.46418  -1.44222  -0.13849
H  -0.42457  0.08588  1.66553
H  -1.60294  -0.31376  -1.20505
H  -1.92047  0.98792  -0.41273
H  -2.58265  -0.35224  0.38746

Computed, not measured: 2 unconnected molecules or ions with the total composition C3H6N3 at a distorted geometry, with ωB97M-V/def2-TZVPD.

## Properties
Charge = +1
F_max = 3.67 eV Å⁻¹
Lowest unoccupied orbital energy = -0.1340 hartree
HOMO energy = -15.655 eV
Total energy = -281.86260 a.u.
Spin multiplicity = 1

Atoms and positions in Å:
C  -4.43634  0.15406  0.62244
C  2.55043  -0.24544  0.33312
C  0.30872  0.24920  -0.44781
N  -3.39889  0.02467  0.12415
N  1.24568  0.29050  0.21453
N  -0.88456  0.44958  -0.86802
H  -5.49919  0.31124  0.96201
H  2.83989  -0.52597  -0.65486
H  2.51422  -1.09170  1.00058
H  3.17439  0.52235  0.71703
H  -1.85365  -0.00520  -0.75604
H  -1.07185  1.25658  -1.47792

Computed, not measured: a gas-phase ion, C3H6N3O (charge +1) at a distorted geometry, with ωB97M-V/def2-TZVPD.

## Properties
Charge = +1
F_max = 4.18 eV Å⁻¹
SMILES = O=CN1C=NC[NH2+]1
Lowest unoccupied orbital energy = -0.1513 hartree
HOMO energy = -15.341 eV
Total energy = -357.07850 a.u.
Spin multiplicity = 1

Atoms and positions in Å:
C  -0.28791  -1.48733  -0.03435
C  2.07068  -0.66434  0.08522
C  -1.26088  0.47845  0.24202
N  -1.37532  -0.91648  0.19184
N  0.74388  -0.57238  -0.28176
N  0.14678  0.78807  -0.18762
O  2.78800  0.29615  0.19965
H  -0.11329  -2.61414  -0.02275
H  2.30106  -1.65470  0.24578
H  -1.82294  0.98479  -0.51929
H  -1.45766  1.06894  1.20950
H  0.18958  1.42109  -1.10179
H  0.83094  1.35625  0.52770

Computed, not measured: a gas-phase ion, C3H6N3O (charge +1) at a distorted geometry, with ωB97M-V/def2-TZVPD.

## Properties
Charge = +1
F_max = 3.08 eV Å⁻¹
SMILES = C#[N+]CN/N=C\O
Lowest unoccupied orbital energy = -0.1777 hartree
HOMO energy = -13.619 eV
Total energy = -357.06089 a.u.
Spin multiplicity = 1

Atoms and positions in Å:
C  0.71846  -1.09172  -1.92558
C  0.03237  -0.83893  1.75733
C  0.15879  1.16431  -1.14920
N  0.45343  0.03589  -1.99301
N  0.23920  -0.39575  0.58983
N  -0.39690  0.72331  0.07839
O  -0.73238  -0.37175  2.71310
H  0.94757  -2.11962  -2.03608
H  0.56111  -1.74428  2.03120
H  1.12610  1.66151  -0.98597
H  -0.51055  1.84062  -1.68405
H  -1.41613  0.67234  0.09232
H  -1.18107  0.46407  2.51172

Computed, not measured: a gas-phase ion, C3H6N3O (charge +1) at a distorted geometry, with ωB97M-V/def2-TZVPD.

## Properties
Charge = +1
F_max = 4.24 eV Å⁻¹
SMILES = N/C=[NH+]\CC#[N+][O-]
Lowest unoccupied orbital energy = -0.1672 hartree
HOMO energy = -13.637 eV
Total energy = -357.02760 a.u.
Spin multiplicity = 1

Atoms and positions in Å:
C  -0.63905  -0.74796  -0.37081
C  0.54038  1.25571  0.14007
C  1.76522  0.40065  0.21886
N  2.92432  0.26378  0.11322
N  0.22853  -1.56886  0.13880
N  -0.52724  0.59844  -0.51598
O  3.93645  -0.29257  0.05753
H  -1.41564  -1.21288  -1.06348
H  0.22311  1.29398  1.22751
H  0.87538  2.28572  -0.14405
H  0.74488  -1.47424  1.03424
H  -0.02237  -2.59484  0.09790
H  -1.34551  1.22443  -0.72448

Computed, not measured: 2 unconnected molecules or ions with the total composition C3H6N3O2 at a distorted geometry, with ωB97M-V/def2-TZVPD.

## Properties
Charge = +1
F_max = 4.95 eV Å⁻¹
Lowest unoccupied orbital energy = -0.1502 hartree
HOMO energy = -14.086 eV
Total energy = -432.16794 a.u.
Spin multiplicity = 1

Atoms and positions in Å:
C  0.15462  -1.60049  0.47575
C  -0.90106  1.25927  -1.43840
C  0.67796  -0.46493  0.76316
N  -1.80147  1.53223  -2.11098
N  1.22170  0.63987  0.83683
N  -1.15692  -2.02456  0.44448
O  1.59469  1.36425  -0.27032
O  1.71366  1.32879  1.88984
H  0.85948  -2.50595  0.25508
H  0.79212  1.55192  -0.91049
H  -2.46022  2.12103  -2.49727
H  -1.94932  -1.53442  0.08701
H  2.63095  1.34819  2.09106
H  -1.37621  -3.01521  0.38423

Computed, not measured: a gas-phase ion, C3H6N3O2 (charge +1) at a distorted geometry, with ωB97M-V/def2-TZVPD.

## Properties
Charge = +1
F_max = 4.52 eV Å⁻¹
SMILES = CC[n+]1noc(=O)[nH]1
Lowest unoccupied orbital energy = -0.2066 hartree
HOMO energy = -16.186 eV
Total energy = -432.26144 a.u.
Spin multiplicity = 1

Atoms and positions in Å:
C  1.73655  2.57171  1.63172
C  -0.06601  -0.80332  0.07751
C  0.15541  0.40486  -0.69432
N  2.12281  1.67048  -0.32358
N  0.69753  1.73207  1.27549
N  0.99194  1.25776  0.04357
O  1.70667  3.27824  2.56208
O  2.61216  2.38544  0.59463
H  0.75141  -1.51297  -0.00748
H  0.01479  -0.49160  1.16126
H  -0.90909  -1.24028  -0.39286
H  -0.78859  1.02901  -0.89881
H  0.67561  0.35152  -1.71043
H  -0.16461  1.35316  1.74748

Computed, not measured: a gas-phase ion, C3H6N3OP2 (charge +1) at a distorted geometry, with ωB97M-V/def2-TZVPD.

## Properties
Charge = +1
F_max = 3.42 eV Å⁻¹
SMILES = O=C1CN2[PH2]=[PH]=[N+]=C2N1
Lowest unoccupied orbital energy = -0.2062 hartree
HOMO energy = -13.991 eV
Total energy = -1039.84800 a.u.
Spin multiplicity = 1

Atoms and positions in Å:
C  -0.99624  -2.24458  -0.15074
C  -1.47361  -0.14098  0.67594
C  0.31693  -1.50660  -0.13301
N  -1.99193  0.95868  1.00255
N  -0.02156  -0.14978  0.34512
N  -1.98846  -1.35465  0.26621
O  -1.14523  -3.42841  -0.21559
P  -1.06426  2.27958  1.35992
P  0.77678  1.30348  0.11532
H  0.98804  -1.96499  0.62038
H  0.80050  -1.56729  -1.08110
H  -2.92068  -1.74794  0.57293
H  -1.92954  3.25332  0.63646
H  1.60434  1.00051  -0.94903
H  1.73238  1.15611  1.06452

Computed, not measured: a molecular structure, C3H6N3P at a distorted geometry, with ωB97M-V/def2-TZVPD.

## Properties
Charge = 0
F_max = 3.32 eV Å⁻¹
Lowest unoccupied orbital energy (spin up / spin down) = -0.0113 / -0.0113 hartree
HOMO energy (spin up / spin down) = -7.817 / -7.814 eV
Total energy = -623.38124 a.u.
Spin multiplicity = 1

Atoms and positions in Å:
C  -0.82973  0.18709  -1.59770
C  0.53475  0.49249  -1.61374
C  -1.42089  -0.51591  -0.54269
N  -0.78205  -0.98882  0.51421
N  0.53844  -0.78591  0.64981
N  1.06035  -1.09641  1.76681
P  1.68658  -0.11352  -0.47061
H  -1.35835  0.53807  -2.45539
H  0.84043  1.02840  -2.51839
H  -2.50362  -0.79422  -0.62535
H  0.34756  -1.33654  2.59396
H  1.02448  1.45743  1.85107
H  0.86204  1.92784  2.44799

Computed, not measured: a molecular structure, C3H6N3P at a distorted geometry, with ωB97M-V/def2-TZVPD.

## Properties
Charge = 0
F_max = 4.36 eV Å⁻¹
⟨S²⟩ = 2.026
Lowest unoccupied orbital energy (spin up / spin down) = 0.0195 / -0.0498 hartree
HOMO energy (spin up / spin down) = -5.650 / -8.418 eV
Total energy = -623.35548 a.u.
Spin multiplicity = 3

Atoms and positions in Å:
C  1.55912  -0.86903  0.08982
C  0.55794  -0.83160  1.05376
C  1.71119  0.19534  -0.81621
N  1.12201  1.33978  -0.76832
N  0.34987  1.66407  0.20317
N  -2.13828  0.43580  -0.10089
P  -0.28147  0.74924  1.38414
H  1.78966  -1.85506  -0.26826
H  0.31516  -1.68590  1.76320
H  2.40563  0.12022  -1.60924
H  -2.14987  -0.51401  0.16245
H  -2.10068  0.40044  -1.15816
H  -3.14029  0.85070  0.06454

Computed, not measured: a gas-phase ion, C3H6N3S (charge +1) at a distorted geometry, with ωB97M-V/def2-TZVPD.

## Properties
Charge = +1
F_max = 7.13 eV Å⁻¹
SMILES = C[n+]1c[nH][nH]c1=S
Lowest unoccupied orbital energy = -0.1766 hartree
HOMO energy = -13.210 eV
Total energy = -680.05765 a.u.
Spin multiplicity = 1

Atoms and positions in Å:
C  -1.13587  -0.46756  -0.15297
C  1.07716  -0.23553  0.22359
C  -0.17912  1.85431  -0.01590
N  -0.55897  -1.71447  -0.06709
N  0.81347  -1.58857  0.25614
N  -0.16049  0.40934  -0.03560
S  2.48624  0.52390  0.02655
H  -2.10514  -0.26620  -0.48126
H  -1.16926  2.17143  0.39306
H  -0.27237  2.12257  -1.06035
H  0.77008  2.20792  0.43786
H  -0.94957  -2.67947  0.23639
H  1.38385  -2.33767  0.23960

Computed, not measured: C3H6N4 in the gas phase at a distorted geometry, with ωB97M-V/def2-TZVPD.

## Properties
Charge = 0
F_max = 6.62 eV Å⁻¹
Lowest unoccupied orbital energy (spin up / spin down) = -0.0407 / -0.0388 hartree
HOMO energy (spin up / spin down) = -8.089 / -8.155 eV
Total energy = -336.63525 a.u.
Spin multiplicity = 1

Atoms and positions in Å:
C  -1.22665  0.95403  1.05273
C  1.68806  0.12886  -0.90622
C  -0.73999  -1.26342  -0.09436
N  0.86448  1.96322  -0.16985
N  -0.91709  2.09002  1.40459
N  -0.46622  0.16372  0.10197
N  0.68990  0.71674  -0.36900
H  -1.93982  0.45179  1.67718
H  1.70192  -0.95084  -1.33337
H  2.69214  0.60610  -1.09258
H  -0.94904  -1.71679  0.98101
H  -1.60655  -1.57711  -0.69459
H  0.20887  -1.56631  -0.55750

Computed, not measured: C3H6N4 in the gas phase at a distorted geometry, with ωB97M-V/def2-TZVPD.

## Properties
Charge = 0
F_max = 5.02 eV Å⁻¹
Lowest unoccupied orbital energy = 0.0311 hartree
HOMO energy = -7.037 eV
Total energy = -336.74025 a.u.
Spin multiplicity = 1

Atoms and positions in Å:
C  0.39996  -1.36484  0.90838
C  -1.16315  1.69019  0.05357
C  0.60225  -0.30988  -1.29790
N  -0.17240  0.03335  2.46331
N  0.15288  -1.05807  2.11129
N  0.07983  -0.33051  -0.00936
N  -0.51033  0.72418  0.57409
H  0.74777  -2.28557  0.52332
H  -1.13756  1.78358  -1.04271
H  -1.61559  2.26619  0.78118
H  0.10232  -0.57300  -2.22216
H  1.06003  0.59732  -1.54990
H  1.45402  -1.17293  -1.29312

Computed, not measured: C3H6N4 in the gas phase at a distorted geometry, with ωB97M-V/def2-TZVPD.

## Properties
Charge = 0
F_max = 1.60 eV Å⁻¹
SMILES = [H]/N=C\N(/C=N/[H])/C=N/[H]
Lowest unoccupied orbital energy = 0.0298 hartree
HOMO energy = -9.577 eV
Total energy = -336.90963 a.u.
Spin multiplicity = 1

Atoms and positions in Å:
C  0.99447  0.29321  0.91834
C  -0.55039  -1.30880  -0.06633
C  -0.45608  1.02618  -0.86750
H  2.10965  -0.17360  2.37306
H  1.41003  1.30605  0.81181
H  -0.13921  -1.87259  0.76102
H  -1.77693  -1.24483  -1.54412
H  -1.30542  0.74856  -1.51768
H  -0.35369  2.76487  -1.58440
N  1.33915  -0.55084  1.80514
N  -0.02927  0.00254  -0.00577
N  -1.40536  -1.84312  -0.80016
N  0.11371  2.16399  -0.88588

Computed, not measured: C3H6N4 in the gas phase at a distorted geometry, with ωB97M-V/def2-TZVPD.

## Properties
Charge = 0
F_max = 5.13 eV Å⁻¹
SMILES = Cc1nnnn1C
Lowest unoccupied orbital energy = 0.0231 hartree
HOMO energy = -10.378 eV
Total energy = -336.85686 a.u.
Spin multiplicity = 1

Atoms and positions in Å:
C  -0.57059  0.80767  0.12939
C  0.96389  1.46141  -0.05397
C  0.42489  -1.54661  -0.02474
N  -1.82395  1.23348  0.06592
N  -2.58705  0.16041  -0.08589
N  -1.89723  -0.88690  -0.15574
N  -0.63869  -0.56914  -0.00933
H  1.10743  2.43667  0.39165
H  1.53941  0.66034  0.42662
H  1.27609  1.48696  -1.05450
H  1.33081  -0.97932  0.40875
H  0.19881  -2.19433  0.84826
H  0.67616  -2.07064  -0.88641

Computed, not measured: C3H6N4 in the gas phase at a distorted geometry, with ωB97M-V/def2-TZVPD.

## Properties
Charge = 0
F_max = 5.58 eV Å⁻¹
SMILES = NNc1cc[nH]n1
Lowest unoccupied orbital energy = 0.0414 hartree
HOMO energy = -7.943 eV
Total energy = -336.85908 a.u.
Spin multiplicity = 1

Atoms and positions in Å:
C  -0.19639  0.17284  -0.19735
C  0.89094  1.11675  0.02783
C  2.01887  0.28913  0.07839
H  -2.17040  -1.09216  0.87311
H  -2.91787  -0.98901  -0.57899
H  -1.67085  1.51893  -0.00509
H  0.84745  2.18624  0.00717
H  3.14773  0.56311  0.31897
H  2.13253  -1.80102  -0.30006
N  -2.58396  -0.38399  0.21014
N  -1.46895  0.50623  -0.27653
N  1.66062  -0.95835  -0.02553
N  0.31028  -1.12870  -0.13207

Computed, not measured: C3H6N4 in the gas phase at a distorted geometry, with ωB97M-V/def2-TZVPD.

## Properties
Charge = 0
F_max = 4.00 eV Å⁻¹
Lowest unoccupied orbital energy = 0.0216 hartree
HOMO energy = -7.420 eV
Total energy = -336.72758 a.u.
Spin multiplicity = 1

Atoms and positions in Å:
C  -1.55338  -1.73382  2.06448
C  -0.01238  -1.24319  0.30439
C  0.23988  1.07886  0.36638
N  -0.68650  -1.32883  1.34563
N  0.27590  -0.00015  -0.33765
N  0.18297  2.30964  -0.16723
N  0.37584  -0.09961  -1.73940
H  -1.41727  -1.59099  3.10345
H  0.46600  -2.15911  0.02465
H  0.57650  2.47929  -1.09256
H  0.07429  3.26031  0.24098
H  1.38981  0.06722  -2.07459
H  0.08836  -1.03963  -2.03852